Computed, not measured: 5 unconnected molecules or ions with the total composition C36H71Cl4NO16PS at a distorted geometry, with ωB97M-V with the def2-TZVPD basis set.

```
130
Properties=species:S:1:pos:R:3:forces:R:3:lowdin_charge:R:1
C 5.71654 -3.27085 -0.10206 -0.1 0.3 0.7 -0.140
C 4.94725 -1.81856 -0.10328 0.3 0.3 -0.5 -0.269
C 4.39100 -1.34207 -1.57559 -0.5 -0.6 0.4 -0.229
C 3.35919 -2.42061 -2.27207 0.7 0.9 -0.5 -0.211
C 2.63876 -1.65475 -3.53339 -0.3 -1.1 -0.3 -0.215
C 1.01942 -1.57271 -3.26932 -0.2 0.9 -1.0 -0.192
C 0.56425 -0.10802 -2.59296 1.9 -0.9 -0.1 -0.192
C -0.86177 0.34371 -3.21277 1.0 -1.2 -0.5 -0.103
C -1.87644 1.29254 -2.31213 0.7 1.0 -3.5 -0.222
C -3.30153 1.34564 -3.16394 -1.0 1.4 -1.8 -0.560
Cl -4.88171 0.98115 -2.28188 1.5 0.1 0.0 0.662
C -3.38467 0.59090 -4.60195 -0.5 -0.9 -1.0 -0.624
C -3.81178 -0.97534 -4.63551 0.3 -1.3 -1.2 -0.184
Cl -4.85429 1.40090 -5.50848 1.3 -0.2 0.9 0.529
N -1.95970 0.90389 -0.86571 -1.0 0.7 0.8 -0.040
C -2.08326 -0.53211 -0.47100 -1.3 -4.6 2.2 -0.286
C -2.98075 -1.60631 -1.26828 -0.8 -1.8 0.4 -0.088
C -2.77757 -0.59752 1.06143 0.2 -0.7 0.8 -0.134
C -1.76825 -1.33891 2.16009 -1.1 0.0 0.6 -0.233
C -1.40544 -2.89150 1.78546 1.1 0.0 0.9 -0.135
C -0.91746 1.45674 0.09309 2.4 1.6 3.8 -0.144
C 0.31369 2.35835 -0.41231 2.3 -0.4 0.0 -0.218
C 1.00127 3.29375 0.80024 1.2 0.8 -1.8 -0.612
Cl 0.88084 2.54705 2.48292 -0.3 0.6 -1.5 0.604
C 2.62714 3.42766 0.42199 -0.3 -0.7 0.6 -0.652
C 3.52730 2.14919 0.89315 1.5 0.1 -0.7 -0.183
Cl 3.20905 4.91952 1.42304 -0.4 -1.4 -1.1 0.519
C 0.14689 3.14843 -1.81895 0.5 -0.3 -0.9 -0.233
O 0.52717 4.57891 -1.78484 0.3 -1.6 -0.7 -0.101
C -1.39525 2.90230 -2.41621 2.1 0.0 -1.8 -0.357
O -1.15667 3.30017 -3.85006 -1.8 -0.6 1.6 -0.067
P -2.46510 4.21686 -1.63845 -2.0 5.4 1.5 0.476
O -2.16557 5.72235 -2.55147 0.1 -2.5 1.6 -0.279
O -4.19621 4.06593 -1.68484 2.3 0.7 -1.5 -0.306
S -2.11893 4.75158 0.20236 0.3 -1.2 -0.4 0.423
H 5.12624 -4.13068 -0.64766 1.1 1.8 1.1 0.073
H 5.83804 -3.57456 1.04591 -0.1 0.5 -2.6 0.087
H 6.77346 -3.15507 -0.59681 -2.0 -0.3 1.0 0.083
H 5.73957 -0.99531 0.23253 -1.8 -1.8 -0.5 0.114
H 4.04549 -1.83682 0.66811 1.9 0.1 -1.6 0.110
H 5.26084 -1.16075 -2.34008 -1.6 -0.3 1.6 0.125
H 3.81327 -0.32838 -1.43447 1.1 -1.8 -0.3 0.082
H 2.52551 -2.81962 -1.54856 1.8 0.8 -1.2 0.110
H 3.98426 -3.32439 -2.68112 -1.3 1.7 0.9 0.113
H 2.85473 -2.29812 -4.51538 -0.7 1.4 2.1 0.122
H 3.07541 -0.57714 -3.76191 -0.9 -2.2 0.7 0.114
H 0.50295 -1.60849 -4.34450 0.9 -0.1 2.3 0.120
H 0.63106 -2.46078 -2.58691 0.8 1.8 -1.6 0.118
H 1.48521 0.60447 -2.85872 -2.3 -1.2 0.6 0.113
H 0.61789 -0.28474 -1.44229 -0.4 0.6 -2.0 0.096
H -1.32454 -0.72346 -3.48597 0.4 2.7 0.9 0.099
H -0.61587 0.81249 -4.28397 -0.8 -0.6 2.7 0.153
H -3.55064 2.45670 -3.54726 1.0 -2.4 1.3 0.076
H -2.49908 0.84444 -5.36198 -1.9 -0.6 2.2 0.132
H -4.30981 -1.17527 -5.70213 1.2 0.5 2.4 0.092
H -4.58997 -1.33582 -3.84757 1.4 1.2 -1.3 0.072
H -2.90236 -1.74760 -4.58430 -1.7 1.9 0.0 0.088
H -2.85129 1.37249 -0.50303 1.0 -0.8 -0.7 0.160
H -1.04496 -1.10888 -0.32483 -2.0 2.1 -0.7 0.150
H -4.16501 -1.46416 -1.18440 2.8 0.1 -0.5 0.090
H -2.65096 -1.93130 -2.33469 -0.6 1.1 1.8 0.065
H -2.83422 -2.61765 -0.63458 -0.1 2.4 -1.3 0.106
H -3.12273 0.45128 1.44543 0.8 -1.8 -0.7 0.121
H -3.75866 -1.27278 1.06918 2.1 1.6 -0.4 0.136
H -2.39601 -1.37817 3.17549 1.5 0.2 -2.2 0.130
H -0.80622 -0.72069 2.40263 -1.8 -1.1 -0.7 0.099
H -2.22475 -3.62918 2.20621 1.6 1.5 -1.3 0.097
H -1.13721 -3.07508 0.65250 -0.8 0.3 2.3 0.066
H -0.40639 -3.15021 2.38709 -2.2 0.5 -1.3 0.096
H -1.45671 2.08178 0.96171 0.9 -1.3 -2.3 0.115
H -0.36420 0.61067 0.73759 -1.7 1.6 -1.9 0.132
H 1.23545 1.61467 -0.60040 -2.3 1.4 0.2 0.120
H 0.62646 4.39500 0.81185 0.3 -2.3 0.1 0.066
H 2.79070 3.68128 -0.72579 -0.5 -0.5 2.6 0.122
H 4.63832 2.36615 0.51283 -2.4 -0.4 0.8 0.101
H 3.23152 1.12761 0.34929 0.3 2.2 1.3 0.072
H 3.63314 2.01806 2.06664 -0.7 0.3 -2.6 0.084
H 0.86203 2.66851 -2.64616 -1.9 0.7 1.9 0.169
H 1.19797 4.79272 -2.50907 -1.5 -0.8 1.3 0.148
H -1.95937 3.75624 -4.22716 1.1 -0.6 0.5 0.115
H -1.53262 6.27908 -1.98419 -1.2 -1.4 -0.9 0.082
H -4.63728 4.96332 -1.81418 1.1 -1.3 0.2 0.112
C 6.94997 -0.94218 5.68530 0.0 0.4 0.3 -0.053
O 6.90649 -2.08209 4.82931 0.8 -0.5 -0.4 -0.017
C 8.12574 -2.55509 4.46704 0.6 0.1 0.1 -0.561
O 9.20392 -2.09386 4.80727 -1.6 -0.7 -0.5 0.112
O 7.93741 -3.63008 3.66071 -0.1 0.9 0.7 -0.020
C 9.14341 -4.23562 3.19883 0.5 -0.3 -0.2 -0.047
H 5.92075 -0.64958 5.91097 0.1 -0.3 -0.2 0.092
H 7.45309 -1.18525 6.62672 0.1 0.1 -0.3 0.101
H 7.44476 -0.10295 5.18585 0.1 -0.2 0.2 0.098
H 9.73418 -4.61042 4.04092 0.0 0.2 -0.1 0.101
H 9.72590 -3.52805 2.60000 0.0 -0.1 0.2 0.095
H 8.87390 -5.08374 2.56344 -0.2 0.3 0.2 0.096
C -7.62511 1.20113 4.89343 -0.2 -0.5 0.5 -0.041
O -7.32238 2.19626 3.91768 0.3 -0.2 -1.3 -0.024
C -7.18248 1.71670 2.65595 -0.1 -0.5 0.2 -0.574
O -7.29268 0.54903 2.31625 0.3 1.7 0.4 0.110
O -6.89875 2.76139 1.83781 -0.2 -0.6 0.6 -0.019
C -6.72362 2.40348 0.46826 0.0 0.0 -0.4 -0.065
H -7.71483 1.69615 5.86438 0.1 0.2 -0.4 0.099
H -8.57896 0.71457 4.66560 0.2 0.0 -0.1 0.104
H -6.81821 0.46388 4.95620 -0.2 0.1 -0.1 0.097
H -7.64153 1.96504 0.06352 0.2 -0.1 0.1 0.104
H -5.88071 1.71427 0.35412 -0.2 0.0 0.1 0.055
H -6.50123 3.31491 -0.09344 0.0 -0.1 0.4 0.087
C 12.65112 -3.87487 -0.02775 0.5 0.3 0.1 -0.050
O 11.39654 -4.48553 -0.32289 -0.3 -0.5 -0.9 -0.021
C 11.32719 -5.05194 -1.55412 0.5 0.0 -0.4 -0.561
O 12.22158 -5.07314 -2.38513 -1.4 0.0 1.3 0.113
O 10.09038 -5.59058 -1.70040 0.8 0.5 0.3 -0.017
C 9.87207 -6.22587 -2.95865 -0.1 -0.3 -0.5 -0.053
H 12.59373 -3.45492 0.98031 -0.3 -0.2 -0.2 0.092
H 13.45564 -4.61709 -0.04623 -0.1 0.2 -0.2 0.101
H 12.85828 -3.05993 -0.72885 0.0 -0.3 0.0 0.100
H 10.56550 -7.06215 -3.09423 0.0 0.3 -0.1 0.101
H 9.96816 -5.50492 -3.77692 0.2 -0.2 0.1 0.098
H 8.85224 -6.62026 -2.96566 0.2 0.2 0.3 0.093
C -14.24135 2.86592 4.00572 -0.4 -0.3 0.3 -0.050
O -13.29566 3.72463 3.37147 1.1 -0.3 -0.3 -0.008
C -12.07670 3.16245 3.17239 0.0 -0.3 0.1 -0.556
O -11.75080 2.02769 3.48401 -0.4 1.6 -0.4 0.106
O -11.28333 4.08157 2.56659 -0.7 -0.6 0.4 -0.001
C -9.95980 3.62539 2.29340 0.4 -0.1 0.0 -0.050
H -15.17909 3.41783 4.11462 0.3 0.1 -0.2 0.096
H -14.43231 1.98066 3.39064 0.2 0.1 0.2 0.099
H -13.89345 2.57824 5.00311 0.0 -0.1 -0.3 0.099
H -9.97964 2.77050 1.60977 0.0 0.0 0.2 0.101
H -9.44075 3.36805 3.22233 -0.2 -0.1 -0.2 0.090
H -9.41470 4.44028 1.80915 -0.3 0.0 0.1 0.100
```
Positions in Å, forces in eV/Å.

For the highest occupied orbital energy, the calculation gives -0.4377 Ha. The calculation puts the orbital gap at 9.3 eV. The charge is +1.